{"formula": "C54H104F30N12O27S10", "method": "ωB97M-V/def2-TZVPD", "species": ["C", "C", "C", "C", "C", "C", "N", "O", "C", "C", "C", "H", "H", "H", "H", "H", "H", "H", "H", "H", "H", "H", "H", "H", "H", "H", "H", "H", "H", "C", "C", "C", "C", "C", "C", "N", "O", "C", "C", "C", "H", "H", "H", "H", "H", "H", "H", "H", "H", "H", "H", "H", "H", "H", "H", "H", "H", "H", "C", "C", "C", "C", "C", "C", "N", "O", "C", "C", "C", "H", "H", "H", "H", "H", "H", "H", "H", "H", "H", "H", "H", "H", "H", "H", "H", "H", "H", "C", "N", "C", "C", "C", "C", "O", "H", "H", "H", "H", "H", "H", "H", "H", "H", "H", "H", "H", "H", "H", "C", "C", "C", "O", "C", "N", "H", "H", "H", "H", "H", "H", "H", "H", "H", "H", "H", "H", "C", "C", "C", "O", "C", "N", "H", "H", "H", "H", "H", "H", "H", "H", "H", "H", "H", "H", "C", "C", "C", "O", "C", "N", "H", "H", "H", "H", "H", "H", "H", "H", "H", "H", "H", "H", "C", "F", "F", "F", "S", "O", "O", "N", "S", "O", "O", "C", "F", "F", "F", "C", "F", "F", "F", "S", "O", "O", "N", "S", "O", "O", "C", "F", "F", "F", "C", "F", "F", "F", "S", "O", "O", "N", "S", "O", "O", "C", "F", "F", "F", "C", "F", "F", "F", "S", "O", "O", "N", "S", "O", "O", "C", "F", "F", "F", "C", "F", "F", "F", "S", "O", "O", "N", "S", "O", "O", "C", "F", "F", "F"], "coordinates": [[-23.417, -15.194, 11.549], [-22.627, -14.883, 12.801], [-21.259, -15.588, 12.912], [-20.309, -14.994, 13.885], [-19.885, -13.536, 13.441], [-21.070, -12.583, 13.159], [-22.445, -13.431, 12.683], [-23.406, -12.892, 12.419], [-20.782, -11.719, 11.969], [-21.521, -12.015, 14.481], [-23.519, -15.019, 14.029], [-23.185, -16.245, 11.433], [-23.106, -14.595, 10.675], [-24.511, -15.102, 11.614], [-20.813, -15.679, 11.949], [-21.557, -16.564, 13.208], [-19.415, -15.613, 13.946], [-20.798, -14.890, 14.895], [-19.208, -13.473, 12.487], [-19.352, -13.167, 14.324], [-21.525, -11.017, 11.631], [-20.511, -12.434, 11.208], [-19.942, -11.092, 12.187], [-21.579, -12.799, 15.158], [-22.434, -11.397, 14.502], [-20.705, -11.311, 14.716], [-24.169, -15.870, 13.876], [-24.087, -14.102, 14.247], [-22.971, -15.133, 14.978], [-26.349, -8.067, 29.935], [-25.278, -7.688, 28.893], [-23.905, -8.336, 29.210], [-23.606, -9.678, 28.563], [-23.900, -9.655, 27.074], [-25.344, -9.321, 26.798], [-25.851, -8.094, 27.532], [-26.771, -7.562, 27.212], [-26.320, -10.373, 27.372], [-25.762, -9.191, 25.357], [-25.114, -6.110, 28.788], [-26.506, -9.187, 30.024], [-27.276, -7.458, 29.722], [-25.980, -7.687, 30.886], [-23.764, -8.335, 30.281], [-23.165, -7.720, 28.715], [-24.154, -10.533, 28.996], [-22.602, -9.993, 28.864], [-23.687, -10.645, 26.675], [-23.210, -9.063, 26.468], [-27.404, -10.065, 27.493], [-25.964, -10.764, 28.307], [-26.168, -11.248, 26.755], [-25.221, -8.481, 24.702], [-26.815, -8.860, 25.353], [-25.782, -10.171, 24.906], [-26.037, -5.597, 28.545], [-24.357, -5.819, 28.084], [-24.831, -5.772, 29.766], [-24.931, -10.385, 21.589], [-23.544, -10.840, 21.154], [-23.607, -11.730, 19.969], [-22.299, -11.715, 19.102], [-21.977, -10.309, 18.627], [-21.664, -9.424, 19.823], [-22.728, -9.609, 20.844], [-22.740, -8.765, 21.800], [-21.384, -7.922, 19.369], [-20.364, -9.856, 20.515], [-22.759, -11.572, 22.283], [-25.042, -10.067, 22.605], [-25.603, -11.144, 21.316], [-25.346, -9.591, 20.965], [-24.479, -11.503, 19.393], [-23.580, -12.754, 20.386], [-22.573, -12.313, 18.236], [-21.455, -12.044, 19.732], [-22.744, -9.921, 17.986], [-21.041, -10.385, 18.113], [-21.047, -7.405, 20.301], [-22.306, -7.559, 18.933], [-20.628, -8.057, 18.612], [-20.280, -10.858, 20.919], [-20.006, -9.210, 21.225], [-19.719, -9.753, 19.688], [-23.245, -12.564, 22.350], [-22.784, -11.248, 23.322], [-21.740, -11.716, 21.940], [-21.520, -15.777, 25.701], [-21.529, -16.759, 24.540], [-22.946, -17.433, 24.602], [-21.303, -16.007, 23.251], [-20.331, -17.795, 24.846], [-20.164, -18.896, 23.869], [-19.534, -18.410, 22.701], [-21.903, -16.328, 26.527], [-22.097, -14.897, 25.506], [-20.498, -15.508, 25.854], [-23.614, -16.545, 24.588], [-23.045, -17.943, 25.532], [-23.100, -18.131, 23.814], [-20.526, -15.231, 23.238], [-22.224, -15.448, 23.065], [-21.020, -16.671, 22.429], [-20.496, -18.121, 25.859], [-19.404, -17.184, 24.861], [-21.152, -19.232, 23.603], [-19.614, -19.686, 24.322], [-19.149, -19.159, 22.284], [-17.904, -3.419, 13.476], [-16.577, -4.059, 13.264], [-15.358, -3.169, 13.429], [-14.960, -3.089, 14.779], [-13.980, -2.179, 15.137], [-16.394, -5.329, 14.229], [-16.174, -6.224, 13.692], [-15.557, -5.167, 14.749], [-17.231, -5.610, 14.792], [-18.117, -3.046, 14.496], [-18.759, -3.975, 13.065], [-17.911, -2.501, 12.852], [-16.479, -4.497, 12.259], [-15.550, -2.106, 13.094], [-14.539, -3.589, 12.782], [-13.123, -2.310, 14.474], [-13.606, -2.514, 16.080], [-14.316, -1.196, 15.170], [-17.676, -5.111, 24.923], [-17.835, -6.198, 23.819], [-16.444, -6.563, 23.262], [-16.447, -7.563, 22.247], [-15.120, -8.166, 22.231], [-18.642, -7.363, 24.434], [-18.659, -8.186, 23.801], [-18.388, -7.656, 25.368], [-19.572, -6.983, 24.465], [-18.602, -5.033, 25.505], [-17.537, -4.169, 24.432], [-16.840, -5.394, 25.601], [-18.456, -5.958, 22.967], [-15.851, -6.827, 24.122], [-16.087, -5.636, 22.801], [-15.226, -9.075, 22.856], [-14.275, -7.485, 22.582], [-14.950, -8.515, 21.219], [-18.272, -14.909, 19.712], [-16.816, -15.173, 19.741], [-16.230, -15.582, 18.336], [-14.822, -15.838, 18.470], [-14.442, -17.152, 18.103], [-16.067, -13.948, 20.149], [-16.318, -13.192, 19.515], [-16.267, -13.552, 21.065], [-15.053, -14.089, 20.095], [-18.713, -14.734, 20.671], [-18.879, -15.661, 19.149], [-18.358, -13.932, 19.250], [-16.522, -16.009, 20.405], [-16.334, -14.747, 17.624], [-16.912, -16.375, 17.949], [-15.234, -17.848, 18.395], [-13.421, -17.346, 18.415], [-14.457, -17.193, 17.024], [-16.564, -10.339, 14.014], [-17.460, -11.299, 14.301], [-15.743, -10.247, 15.094], [-15.891, -10.759, 12.939], [-17.363, -8.619, 13.595], [-16.196, -7.867, 13.191], [-18.464, -8.974, 12.746], [-17.726, -8.007, 15.043], [-18.979, -8.502, 15.878], [-19.601, -9.700, 15.444], [-18.696, -8.423, 17.273], [-20.241, -7.101, 15.467], [-21.173, -7.547, 14.629], [-20.889, -6.688, 16.571], [-19.648, -5.988, 14.873], [-25.988, -15.550, 27.798], [-26.278, -15.679, 29.049], [-25.597, -16.712, 27.241], [-27.121, -15.164, 27.230], [-24.589, -14.333, 27.279], [-24.894, -13.045, 27.810], [-23.394, -14.965, 27.777], [-24.638, -14.582, 25.689], [-24.950, -13.560, 24.545], [-24.400, -12.319, 24.931], [-24.578, -14.089, 23.204], [-26.781, -13.417, 24.297], [-27.284, -14.594, 24.242], [-27.375, -12.627, 25.200], [-26.906, -12.703, 23.224], [-17.888, -11.226, 23.613], [-16.656, -10.860, 23.751], [-18.427, -11.571, 24.829], [-18.574, -10.121, 23.247], [-18.254, -12.629, 22.548], [-19.554, -13.087, 22.952], [-18.149, -12.196, 21.158], [-17.095, -13.648, 22.774], [-17.042, -14.717, 24.040], [-16.374, -14.106, 25.145], [-18.285, -15.444, 24.347], [-15.796, -15.931, 23.283], [-14.757, -15.173, 22.846], [-15.295, -16.768, 24.212], [-16.410, -16.476, 22.249], [-22.008, -3.852, 25.621], [-21.872, -3.096, 24.548], [-20.921, -3.626, 26.314], [-23.069, -3.580, 26.379], [-22.105, -5.633, 25.104], [-21.020, -5.738, 24.092], [-21.934, -6.408, 26.260], [-23.497, -5.819, 24.510], [-24.145, -5.524, 22.990], [-23.808, -4.210, 22.555], [-23.950, -6.690, 22.215], [-26.009, -5.461, 23.294], [-26.563, -5.214, 22.056], [-26.423, -6.678, 23.769], [-26.301, -4.589, 24.192], [-26.710, -12.124, 16.898], [-26.723, -11.775, 18.145], [-26.481, -13.458, 16.834], [-27.992, -11.872, 16.515], [-25.333, -11.278, 16.126], [-24.220, -11.642, 16.994], [-25.254, -11.731, 14.740], [-25.842, -9.840, 16.192], [-25.095, -8.786, 17.162], [-25.163, -8.990, 18.590], [-23.825, -8.348, 16.676], [-26.300, -7.362, 17.060], [-26.386, -6.851, 15.854], [-27.402, -7.959, 17.558], [-25.887, -6.392, 17.870]], "lowdin_charge": [0.00, -0.46, -0.13, -0.16, -0.11, -0.36, -0.02, 0.23, 0.00, 0.01, 0.02, 0.10, 0.11, 0.11, 0.13, 0.12, 0.12, 0.12, 0.16, 0.11, 0.10, 0.09, 0.08, 0.06, 0.11, 0.08, 0.10, 0.09, 0.10, 0.00, -0.38, -0.11, -0.17, -0.10, -0.40, -0.04, 0.25, 0.00, -0.01, 0.02, 0.11, 0.11, 0.09, 0.13, 0.11, 0.11, 0.13, 0.11, 0.13, 0.14, 0.06, 0.06, 0.09, 0.10, 0.07, 0.09, 0.07, 0.09, 0.03, -0.42, -0.11, -0.13, -0.12, -0.40, 0.11, 0.14, 0.05, 0.00, 0.02, 0.07, 0.08, 0.09, 0.09, 0.14, 0.09, 0.11, 0.08, 0.12, 0.10, 0.09, 0.05, 0.05, 0.06, 0.09, 0.07, 0.09, 0.06, 0.00, -0.26, 0.06, 0.01, -0.06, -0.23, -0.05, 0.08, 0.08, 0.09, 0.09, 0.10, 0.09, 0.07, 0.09, 0.10, 0.13, 0.11, 0.11, 0.13, 0.08, -0.05, -0.26, -0.19, -0.20, -0.09, 0.22, 0.09, 0.12, 0.14, 0.11, 0.09, 0.10, 0.15, 0.16, 0.15, 0.10, 0.09, 0.08, -0.01, -0.27, -0.21, -0.18, -0.07, 0.24, 0.14, 0.17, 0.08, 0.08, 0.09, 0.10, 0.15, 0.12, 0.15, 0.08, 0.12, 0.08, -0.03, -0.32, -0.16, -0.19, -0.08, 0.22, 0.16, 0.08, 0.17, 0.06, 0.12, 0.08, 0.14, 0.13, 0.14, 0.09, 0.10, 0.09, -0.60, 0.11, 0.11, 0.14, 0.65, -0.31, -0.27, -0.32, 0.57, -0.29, -0.28, -0.56, 0.14, 0.13, 0.06, -0.68, 0.20, 0.11, 0.13, 0.63, -0.28, -0.30, -0.31, 0.60, -0.29, -0.32, -0.75, 0.21, 0.14, 0.17, -0.66, 0.19, 0.11, 0.10, 0.57, -0.26, -0.30, -0.32, 0.70, -0.26, -0.31, -0.61, 0.11, 0.16, 0.12, -0.71, 0.16, 0.15, 0.14, 0.52, -0.35, -0.29, -0.29, 0.65, -0.26, -0.29, -0.62, 0.12, 0.09, 0.19, -0.68, 0.15, 0.11, 0.13, 0.57, -0.30, -0.30, -0.27, 0.63, -0.29, -0.29, -0.67, 0.17, 0.12, 0.15], "molar_mass_g_mol": 2244.1, "spin_multiplicity": 1, "charge": 2, "e_tot_ha": -11785.30238, "lumo_energy_ev": -5.04}